1.
Here is a single C5H7NO molecule from OMol25. Energies are from ωB97M-V/def2-TZVPD.

Orbital gap (spin up / spin down)   8.369 / 8.369 eV
Total charge   0
E_HOMO (spin up / spin down)   -8.83 / -8.83 eV
LUMO energy (spin up / spin down)   -0.457 / -0.458 eV

The geometry in XYZ format:
```
14
C5H7NO, DFT ωB97M-V/def2-TZVPD
O -1.43 1.60 -0.40
C -0.53 1.05 0.55
C -0.68 -0.43 0.84
C 0.23 -1.14 -0.08
C 0.93 -0.10 -0.93
C 0.79 1.22 -0.21
N 0.57 -1.00 1.34
H -1.45 1.03 -1.18
H -0.63 1.67 1.45
H -1.60 -0.85 1.23
H 0.06 -2.16 -0.41
H 0.45 0.09 -1.91
H 1.96 -0.36 -1.18
H 1.26 -0.25 1.45
```

These are the natural (NBO) partial charges, in e, on atoms 1 to 8:
1. O -0.66
2. C -0.08
3. C -0.13
4. C -0.10
5. C -0.62
6. C 0.19
7. N -0.55
8. H 0.47

2.
Here is a single C5H7NO molecule from OMol25. Energies are from ωB97M-V/def2-TZVPD.

Orbital gap (spin up / spin down)   7.579 / 8.121 eV
Total charge   0
E_HOMO (spin up / spin down)   -7.06 / -7.28 eV
LUMO energy (spin up / spin down)   0.524 / 0.841 eV

The geometry in XYZ format:
```
14
C5H7NO, DFT ωB97M-V/def2-TZVPD
C -2.20 -0.98 0.35
N -1.56 0.11 -0.04
C -0.25 -0.02 -0.29
C 0.89 -0.06 0.73
C 1.87 -0.10 -0.45
C 0.80 1.00 -0.70
O 0.97 1.42 0.71
H -3.11 -0.95 0.93
H -1.78 -1.92 0.06
H -2.09 0.98 -0.23
H 0.96 -0.53 1.71
H 1.84 -1.00 -1.07
H 2.87 0.27 -0.22
H 0.79 1.77 -1.48
```

These are the natural (NBO) partial charges, in e, on atoms 1 to 8:
1. C -0.25
2. N -0.46
3. C 0.00
4. C 0.04
5. C -0.40
6. C 0.03
7. O -0.53
8. H 0.18

3.
Here is a single C5H7NO molecule at a distorted geometry from OMol25. Energies are from ωB97M-V/def2-TZVPD.

Orbital gap   9.786 eV
Total charge   0
E_HOMO   -8.94 eV
LUMO energy   0.841 eV
SMILES string   O[C@H]1[C@H]2[C@H]3C[C@@H]1N23

The geometry in XYZ format:
```
14
C5H7NO, DFT ωB97M-V/def2-TZVPD
O -1.26 -1.66 -0.55
C -0.21 -1.23 0.26
C 0.96 -0.56 -0.41
C 0.65 0.92 -0.51
C -0.71 1.18 0.09
C -0.36 0.07 1.09
N 1.31 0.37 0.67
H -1.41 -1.01 -1.25
H 0.06 -2.07 0.90
H 1.76 -1.02 -0.98
H 1.22 1.56 -1.17
H -1.57 1.02 -0.57
H -0.81 2.16 0.56
H 0.35 0.28 1.89
```

These are the natural (NBO) partial charges, in e, on atoms 1 to 8:
1. O -0.70
2. C 0.06
3. C -0.13
4. C -0.09
5. C -0.45
6. C -0.15
7. N -0.36
8. H 0.47

Values for energy above the lowest of the compared OMol25 structures with the same formula, charge and spin, kcal per mole, ordered as above
120.29 146.31 122.58